[1]
DFT (ωB97M-V/def2-TZVPD) results for a cluster of 8 separate species, C16H44BrN17O13PS in total.

Calculated values
Largest force on an atom = 0.0552 hartree/bohr
Frontier orbital gap = 6.4 eV
E_HOMO = -5.2 eV
Total charge = -1
Energy relative to the best compared isomer or geometry (same formula, charge and spin) = 0.0 kJ/mol

XYZ file:
```
93
Properties=species:S:1:pos:R:3:forces:R:3:mulliken_charge:R:1
N 3.7626 -0.3948 -0.0358 0.00 -0.18 0.08 -0.397
P -3.4321 -1.7765 -4.5264 2.51 -1.27 -0.40 0.875
H 5.0587 -1.5862 11.4545 0.02 -0.02 0.00 0.168
H 5.7667 3.0787 9.7619 0.00 -0.23 0.15 0.192
H -4.3633 0.3463 4.6292 -0.01 0.04 -0.01 0.148
H 0.6925 -0.5338 4.9004 -0.01 0.00 0.03 0.161
N 7.7077 -0.3711 -4.4089 -0.03 -0.02 0.03 -0.396
H 7.9491 0.0224 12.7143 0.01 0.03 0.01 0.220
Br -5.4863 -2.8415 -3.5923 -0.90 -0.29 0.30 -0.448
H 2.5635 -2.7557 -5.1416 0.21 -0.19 0.13 0.440
O 6.3822 1.2917 11.2612 0.27 0.10 0.12 -0.617
H -1.9957 0.9266 -5.8969 -0.33 0.33 -0.09 0.604
O -10.7273 3.5817 -2.2703 -0.04 0.02 -0.05 -0.670
C 5.1878 1.9102 8.1311 0.08 -0.03 0.05 0.583
H -3.0243 0.0655 -2.9811 0.16 0.23 -0.22 0.416
H 7.2197 1.6951 8.5689 -0.05 -0.03 0.12 0.187
H -2.1325 -0.5256 -0.1539 -0.04 -0.04 0.05 0.366
N -4.1412 -0.1399 3.7830 0.08 0.01 0.00 -0.425
H -2.9764 2.2830 2.0065 0.00 -0.01 -0.04 0.217
H 4.5149 -0.1869 -4.9357 0.05 -0.01 0.14 0.329
H -8.1853 2.1207 -3.5359 0.12 -0.14 0.15 0.231
N 7.1591 -0.5095 12.4035 -0.03 0.06 -0.04 -0.407
H 8.0421 0.0161 -5.2693 -0.03 0.02 -0.02 0.151
N 5.0255 2.7983 9.1497 -0.17 0.23 -0.28 -0.334
H -0.4655 -0.5630 -0.7597 -0.12 0.11 -0.03 0.347
H -1.2962 -1.9764 -5.6209 -0.06 -0.33 -0.25 0.451
O -2.3517 -2.6833 -1.2972 0.09 -0.29 -0.45 -0.586
H 1.5436 0.7364 6.6941 0.11 -0.09 0.00 0.156
O 2.0498 2.1587 3.8988 0.06 0.12 0.03 -0.670
H 1.4600 1.4331 1.2643 0.00 0.09 0.02 0.182
C 1.6648 1.3133 4.6941 -0.12 -0.25 -0.03 0.673
C -5.3434 0.1937 -4.3683 1.00 0.84 0.37 0.691
C -1.9538 -1.5319 -2.0440 0.30 1.24 0.85 0.551
C -1.8325 -1.1026 -5.2850 -0.27 0.36 0.05 -1.669
O -2.5937 -3.2334 -4.1831 -0.39 0.53 -0.09 -0.809
C -1.5078 -0.4430 -1.0383 -0.39 -0.46 -0.01 -1.545
O 6.0057 -1.0004 -3.0508 0.01 -0.04 0.09 -0.636
C 0.8213 -0.4962 -6.3998 -0.32 0.64 -0.01 0.471
C 6.2527 0.1278 11.5996 -0.10 -0.18 -0.05 0.606
C -4.0127 -2.4582 -6.2343 -0.45 0.06 0.46 -0.713
N 2.3731 1.0508 1.1113 0.05 -0.17 -0.10 -0.293
C -3.1250 -1.0012 -2.8307 -0.66 -0.44 -0.36 -1.615
O 1.1320 -1.8073 -6.3046 0.17 -0.50 0.15 -0.226
O -3.1053 -3.3498 -6.8388 0.35 0.13 -0.35 -0.254
H -4.2623 -1.6606 -6.9245 0.11 0.20 -0.08 0.407
H -3.9968 -1.1347 -2.2046 -0.30 0.00 0.09 0.738
H 7.0704 -1.4649 12.6903 -0.03 -0.02 -0.01 0.156
H -3.1585 -3.7194 -3.5739 0.03 -0.14 0.18 0.460
H 4.5600 -0.0681 0.4724 0.02 0.09 -0.01 0.144
N -6.0933 0.7797 -3.7093 -1.00 0.06 -0.07 -0.611
C -3.5992 0.4661 2.6733 -0.05 0.12 0.06 0.592
C -10.0078 3.0723 -3.1188 0.16 -0.10 0.00 0.546
H -2.7558 -0.2090 -7.0586 -0.20 0.06 -0.17 0.291
N 1.5783 0.2417 -5.6595 0.10 -0.23 0.03 -0.551
H -1.2148 -0.6677 -4.5067 0.09 -0.03 0.33 0.734
H -8.4676 2.5803 -1.8993 0.02 -0.05 0.03 0.169
C 6.3707 -0.5233 -4.1106 -0.01 0.07 -0.22 0.580
S -0.4542 0.0118 -7.4672 -0.15 -0.02 -0.26 -0.290
N 2.4418 -0.6341 -5.0087 0.35 0.21 0.09 -0.238
C -1.9502 -0.0456 -6.3618 0.85 -0.20 0.24 -0.518
N -10.3911 2.9906 -4.4366 -0.05 0.05 -0.02 -0.358
N 1.0194 0.1775 4.2767 0.04 0.12 -0.01 -0.323
N 5.1899 -0.6279 11.1954 0.01 0.06 0.04 -0.349
H -1.6921 0.5473 -1.4413 0.32 0.27 -0.15 0.418
C 2.5009 0.0895 0.1473 -0.20 0.23 -0.01 0.630
N 1.8460 1.4276 6.0377 -0.51 0.18 -0.31 -0.336
O -3.3431 -0.1442 1.6586 -0.07 -0.03 0.18 -0.581
H 0.8794 0.0615 3.2892 0.03 -0.03 -0.01 0.172
H -9.8230 2.5763 -5.1501 0.05 -0.04 0.04 0.182
H 4.5155 -0.1859 10.5980 0.02 0.01 -0.05 0.212
O -2.4803 -2.6452 -7.9346 -0.22 -0.06 -0.16 -0.376
H 3.1303 1.3908 1.6724 -0.07 0.02 0.13 0.125
H 3.8941 -1.0755 -0.7581 0.08 0.01 -0.19 0.185
H 6.6120 0.7763 7.2332 -0.02 0.01 -0.04 0.210
O 1.5425 -0.3020 -0.5013 0.48 -0.07 0.10 -0.647
H 5.8355 0.2671 -5.9578 0.05 0.03 0.01 0.158
H 4.1041 3.1604 9.2995 -0.02 0.03 -0.03 0.191
N -8.7856 2.5485 -2.8484 -0.05 0.10 -0.13 -0.278
H 2.3357 2.2320 6.3753 0.30 -0.12 0.05 0.179
H -1.0897 -1.7408 -2.6649 0.00 -0.40 -0.35 0.528
H -1.5391 -3.1551 -1.1083 0.03 -0.19 0.15 0.390
N 5.5149 -0.1101 -5.0872 -0.12 -0.07 0.09 -0.311
N -3.3697 1.8132 2.7999 0.00 -0.06 0.02 -0.381
H 8.3672 -0.6657 -3.7158 0.00 -0.01 0.03 0.223
C 2.1450 -1.8109 -5.4136 -0.50 0.18 -0.31 0.049
H -3.5737 2.3377 3.6276 -0.01 -0.01 0.02 0.155
O -4.3385 -0.2149 -5.0098 -0.73 -0.09 -0.38 -0.646
H -4.9155 -3.0281 -6.0752 -0.21 -0.18 0.18 0.567
N 6.4568 1.4307 7.9758 0.01 -0.01 -0.08 -0.377
H -1.5453 -2.8237 -7.7853 0.15 0.01 0.21 0.320
H -11.2874 3.3651 -4.6771 -0.03 0.01 0.02 0.195
O 4.2663 1.5544 7.4052 0.14 0.07 0.29 -0.654
H -4.3251 -1.1226 3.7183 -0.03 -0.02 -0.05 0.218
```
Forces are in eV/Å.


[2]
DFT (ωB97M-V/def2-TZVPD) results for a cluster of 2 separate species, C3H8OS in total.

Calculated values
Spin multiplicity = 3
Largest force on an atom = 0.0700 hartree/bohr
Frontier orbital gap (alpha / beta) = 7.3 / 8.2 eV
E_HOMO (alpha / beta) = -6.4 / -9.9 eV
⟨S²⟩ = 2.01
Energy relative to the best compared isomer or geometry (same formula, charge and spin) = 89.4 kJ/mol

XYZ file:
```
13
Properties=species:S:1:pos:R:3:forces:R:3:nbo_charge:R:1
H -0.3054 -2.0498 -1.0598 0.44 -0.37 -0.80 0.201
H -0.5691 -0.9779 1.5317 -0.56 -0.52 0.57 0.218
H 0.4838 1.6691 0.9495 -0.44 -0.62 -1.88 0.233
C -1.2474 -1.2663 0.7253 2.84 -1.20 -1.85 -0.652
O 2.8485 0.9032 -0.4132 0.59 -1.16 -0.01 -0.490
H -1.6389 -2.2932 0.6608 0.44 0.30 0.88 0.224
C 0.0041 1.5812 -0.1013 1.15 1.36 0.41 -0.779
S 0.3790 0.1967 -1.1800 0.66 0.96 -0.33 0.391
H -1.0749 1.6636 0.0291 0.07 0.29 -0.26 0.219
C -0.4137 -1.1233 -0.5533 -1.43 -1.49 1.59 -0.441
H 3.1411 -0.0501 -0.4844 -0.36 1.18 0.06 0.425
H -2.0581 -0.6553 0.6666 -2.40 2.04 0.26 0.206
H 0.4510 2.4022 -0.7709 -1.00 -0.77 1.37 0.246
```
Forces are in eV/Å.


Number 1: total energy -5858.8417 hartree. Number 2: total energy -592.3479 hartree.